(1)
ORCA calculation (wB97M-V/def2-TZVPD) on a single C5H10O2 molecule.

Calculated values
- E_LUMO (eV) = 0.93
- net charge = 0
- energy above the lowest of the compared OMol25 structures with the same formula, charge and spin (kJ/mol) = 203.5
- strongest force on any atom (hartree/bohr) = 0.0082
- frontier orbital gap (eV) = 10.9
- SMILES = C[C@@]1(CCO)CO1

Geometry (Å):
C  0.891  1.701  -0.047
C  0.153  0.443  -0.434
C  -0.932  -0.042  0.527
C  -0.503  -1.218  1.410
O  -0.236  -2.383  0.669
C  0.097  0.037  -1.842
O  1.025  -0.580  -0.955
H  0.197  2.541  0.065
H  1.408  1.557  0.909
H  1.638  1.958  -0.804
H  -1.821  -0.349  -0.036
H  -1.231  0.796  1.169
H  -1.326  -1.464  2.090
H  0.358  -0.924  2.034
H  0.435  -2.130  0.015
H  0.547  0.660  -2.614
H  -0.718  -0.608  -2.173

(2)
ORCA calculation (wB97M-V/def2-TZVPD) on 2 unconnected molecules or ions with the total composition C5H10O2.

Calculated values
- E_LUMO (eV) = -0.20
- net charge = 0
- energy above the lowest of the compared OMol25 structures with the same formula, charge and spin (kJ/mol) = 596.7
- strongest force on any atom (hartree/bohr) = 0.0070
- frontier orbital gap (eV) = 7.8

Geometry (Å):
C  2.215  0.351  -0.134
C  0.928  -0.277  -0.543
O  0.951  -1.542  -0.804
C  -0.309  0.504  -0.165
C  -1.627  -0.245  0.025
C  -1.478  0.145  1.504
O  -0.203  0.765  1.268
H  3.063  -0.182  -0.564
H  2.229  1.404  -0.428
H  2.264  0.320  0.961
H  -0.178  -0.340  -2.234
H  0.156  -1.395  -1.552
H  -0.356  1.436  -0.732
H  -2.474  0.179  -0.513
H  -1.569  -1.316  -0.175
H  -1.401  -0.682  2.218
H  -2.211  0.875  1.867

(3)
ORCA calculation (wB97M-V/def2-TZVPD) on 2 unconnected molecules or ions with the total composition C5H10O2.

Calculated values
- E_LUMO (eV) = 0.90
- net charge = 0
- energy above the lowest of the compared OMol25 structures with the same formula, charge and spin (kJ/mol) = 191.4
- strongest force on any atom (hartree/bohr) = 0.0104
- frontier orbital gap (eV) = 9.4
- SMILES = C/C=C\O.CC=O

Geometry (Å):
C  2.169  -0.016  -0.328
C  1.442  -0.744  0.769
C  0.362  -1.514  0.620
O  -0.342  -1.735  -0.521
H  2.024  1.070  -0.277
H  1.845  -0.338  -1.322
H  3.246  -0.207  -0.257
H  1.844  -0.663  1.776
H  -0.073  -2.055  1.458
H  -0.153  -1.008  -1.139
C  -1.912  0.880  0.508
C  -1.580  1.258  -0.908
O  -0.612  0.859  -1.522
H  -2.660  1.553  0.934
H  -1.004  0.870  1.118
H  -2.306  -0.144  0.507
H  -2.290  1.936  -1.418

(4)
ORCA calculation (wB97M-V/def2-TZVPD) on a molecular structure, C5H10O2.

Calculated values
- E_LUMO (eV) = 0.97
- net charge = 0
- energy above the lowest of the compared OMol25 structures with the same formula, charge and spin (kJ/mol) = 213.5
- strongest force on any atom (hartree/bohr) = 0.0110
- frontier orbital gap (eV) = 10.9

Geometry (Å):
C  -2.123  -0.603  0.499
C  -1.167  0.203  -0.367
O  -1.293  1.555  0.022
C  0.245  -0.356  -0.284
C  1.480  0.487  -0.632
C  2.085  -0.267  0.553
O  0.769  -0.583  1.039
H  -3.138  -0.208  0.391
H  -2.125  -1.662  0.220
H  -1.821  -0.510  1.545
H  -1.453  0.102  -1.428
H  -0.418  1.969  0.014
H  0.255  -1.306  -0.843
H  1.921  0.411  -1.627
H  1.346  1.541  -0.364
H  2.684  0.287  1.282
H  2.620  -1.180  0.249

(5)
ORCA calculation (wB97M-V/def2-TZVPD) on a molecular structure, C5H10O2 in a non-equilibrium geometry.

Calculated values
- E_LUMO (eV) = 1.11
- net charge = 0
- energy above the lowest of the compared OMol25 structures with the same formula, charge and spin (kJ/mol) = 382.3
- strongest force on any atom (hartree/bohr) = 0.0449
- frontier orbital gap (eV) = 10.8

Geometry (Å):
C  -0.581  -1.775  1.006
C  -1.142  -0.458  0.494
C  0.150  0.675  1.344
O  1.088  0.364  0.322
C  0.243  0.762  -0.731
C  0.927  0.934  -2.058
O  -0.800  -0.181  -0.827
H  -0.657  -2.610  0.299
H  -1.102  -2.052  1.928
H  0.482  -1.630  1.210
H  -2.254  -0.463  0.531
H  0.264  0.157  2.278
H  0.386  1.755  1.571
H  -0.285  1.599  -0.187
H  1.496  0.037  -2.331
H  0.171  1.105  -2.829
H  1.613  1.781  -2.020

(6)
ORCA calculation (wB97M-V/def2-TZVPD) on a single C5H10O2 molecule in a non-equilibrium geometry.

Calculated values
- E_LUMO (eV) = 0.99
- net charge = 0
- energy above the lowest of the compared OMol25 structures with the same formula, charge and spin (kJ/mol) = 322.7
- strongest force on any atom (hartree/bohr) = 0.0506
- frontier orbital gap (eV) = 10.8
- SMILES = CO[C@H]1C[C@H]1CO

Geometry (Å):
C  2.342  0.606  0.114
O  0.986  0.499  -0.296
C  0.360  -0.732  0.122
C  -0.377  -0.406  1.370
C  -1.152  -0.711  0.109
C  -1.919  0.367  -0.617
O  -1.811  0.231  -2.018
H  2.959  0.085  -0.623
H  2.519  0.175  1.113
H  2.649  1.662  0.139
H  0.938  -1.623  -0.100
H  -0.470  -1.012  2.274
H  0.015  0.649  1.284
H  -1.616  -1.700  0.002
H  -2.989  0.300  -0.387
H  -1.567  1.347  -0.270
H  -0.865  0.264  -2.214

(7)
ORCA calculation (wB97M-V/def2-TZVPD) on a molecular structure, C5H10O2.

Calculated values
- E_LUMO (eV) = 0.82
- net charge = 0
- energy above the lowest of the compared OMol25 structures with the same formula, charge and spin (kJ/mol) = 225.7
- strongest force on any atom (hartree/bohr) = 0.0087
- frontier orbital gap (eV) = 10.2

Geometry (Å):
O  1.784  0.128  1.223
C  1.864  -0.441  -0.073
C  0.465  -0.898  -0.455
C  -0.513  0.266  -0.466
C  -2.029  0.041  -0.618
O  -2.293  1.047  0.371
C  -0.941  0.925  0.851
H  2.633  0.528  1.436
H  2.556  -1.298  -0.087
H  2.227  0.298  -0.807
H  0.142  -1.667  0.259
H  0.504  -1.373  -1.445
H  -0.172  1.033  -1.175
H  -2.353  -0.953  -0.258
H  -2.498  0.255  -1.587
H  -0.497  1.886  1.131
H  -0.880  0.225  1.699

(8)
ORCA calculation (wB97M-V/def2-TZVPD) on a single C5H10O2 molecule.

Calculated values
- E_LUMO (eV) = 0.64
- net charge = 0
- energy above the lowest of the compared OMol25 structures with the same formula, charge and spin (kJ/mol) = 444.0
- strongest force on any atom (hartree/bohr) = 0.0081
- frontier orbital gap (eV) = 8.7

Geometry (Å):
C  -2.350  -0.475  0.018
C  -0.931  -0.866  0.061
O  0.027  0.763  -1.180
C  -0.020  -0.075  0.959
C  0.957  0.406  -0.127
C  1.856  -0.680  -0.689
O  1.771  1.479  0.226
H  -2.673  0.512  0.399
H  -2.794  -0.671  -0.964
H  -2.772  -1.248  0.683
H  -0.558  1.457  -0.834
H  -0.438  0.817  1.478
H  0.449  -0.723  1.709
H  2.734  -0.810  -0.050
H  1.294  -1.613  -0.754
H  2.185  -0.384  -1.688
H  1.263  2.110  0.753

(9)
ORCA calculation (wB97M-V/def2-TZVPD) on a single C5H10O2 molecule.

Calculated values
- E_LUMO (eV) = 0.80
- net charge = 0
- energy above the lowest of the compared OMol25 structures with the same formula, charge and spin (kJ/mol) = 405.8
- strongest force on any atom (hartree/bohr) = 0.0142
- frontier orbital gap (eV) = 9.0

Geometry (Å):
C  -2.077  0.076  -0.963
C  -0.956  0.723  -0.164
C  -0.452  -0.219  0.935
O  0.696  0.457  1.487
C  1.900  0.478  0.952
C  2.287  -0.744  0.151
O  0.106  1.032  -1.048
H  -2.437  0.765  -1.730
H  -2.919  -0.185  -0.310
H  -1.720  -0.835  -1.457
H  -1.327  1.642  0.319
H  -0.211  -1.203  0.528
H  -1.165  -0.319  1.756
H  0.811  1.492  -0.557
H  1.536  -1.269  -0.424
H  3.133  -0.610  -0.525
H  2.660  -1.474  0.879

(10)
ORCA calculation (wB97M-V/def2-TZVPD) on a single C5H10O2 molecule in a non-equilibrium geometry.

Calculated values
- E_LUMO (eV) = 0.78
- net charge = 0
- energy above the lowest of the compared OMol25 structures with the same formula, charge and spin (kJ/mol) = 104.9
- strongest force on any atom (hartree/bohr) = 0.0613
- frontier orbital gap (eV) = 11.2
- SMILES = CCCCC(=O)O

Geometry (Å):
C  -0.371  -1.273  1.190
C  0.786  -1.174  0.184
C  0.624  -0.259  -1.064
C  -0.567  0.664  -1.123
C  -0.681  1.585  0.079
O  -1.714  1.857  0.598
O  0.539  2.251  0.228
H  -0.229  -2.065  1.936
H  -0.432  -0.314  1.696
H  -1.324  -1.499  0.722
H  1.783  -1.036  0.617
H  1.070  -2.226  -0.035
H  1.537  0.322  -0.999
H  0.651  -0.931  -1.929
H  -1.522  0.138  -1.179
H  -0.591  1.280  -2.015
H  0.441  2.679  1.093